Entry from the Open Molecules 2025 dataset: a structure of composition C27H28N3O4Rb (ωB97M-V/def2-TZVPD).

Positions of all 63 atoms, in Å:
Rb  -0.41271  -0.45644  0.38809
O  0.61200  0.41757  2.68090
O  -2.87454  0.33268  0.88703
O  -1.43525  -0.98398  -2.51817
O  1.64608  -1.86645  -0.16974
N  0.62367  1.56700  4.61819
N  3.24902  1.96508  -0.26582
N  -0.04856  2.66984  -0.49391
C  2.89798  -1.72019  -0.35054
C  0.98331  3.06655  0.46564
C  -2.48826  -1.58760  -4.55279
C  -1.72723  -1.87840  -3.27875
C  3.54138  -0.43117  -0.40242
C  -0.53242  -5.88522  -2.39191
C  -2.71155  1.34758  1.62768
C  -1.22909  -5.63503  -3.56714
C  5.71675  -1.44801  -0.78697
C  3.76319  -2.84540  -0.52655
C  1.48606  -0.72219  4.64740
C  -3.34345  1.47239  2.90858
C  -1.22754  2.38425  -0.08526
C  5.11515  -2.70869  -0.73591
C  4.91331  -0.33373  -0.61598
C  -1.62785  -4.34201  -3.86746
C  2.74637  0.79783  -0.25007
C  -1.83122  2.43052  1.25879
C  0.88594  0.42782  3.87880
C  -1.62904  3.50483  2.12450
C  0.56586  -1.40033  5.69088
C  -2.25305  3.58381  3.35694
C  -3.11105  2.54116  3.73443
C  2.38908  3.13486  -0.14621
C  -0.64633  -3.55998  -1.80507
C  -1.33786  -3.29896  -2.98586
C  -0.23926  -4.85140  -1.51379
H  -1.89070  -1.86722  -5.42226
H  -0.21201  -6.89421  -2.16021
H  -0.97742  4.31197  1.81356
H  3.30311  -3.82672  -0.47780
H  -3.41331  -2.16527  -4.58785
H  -3.59501  2.57117  4.70671
H  2.38237  -0.33485  5.15301
H  -2.71405  -0.52527  -4.58767
H  -0.35736  -1.72697  5.17245
H  -1.89482  1.98209  -0.85301
H  6.78325  -1.34570  -0.94949
H  0.78262  4.08845  0.80406
H  2.95920  3.85530  0.45264
H  -3.99006  0.65809  3.21553
H  -2.16197  -4.14928  -4.78850
H  2.30059  3.58106  -1.14546
H  5.33887  0.66302  -0.64492
H  -2.08293  4.43006  4.01127
H  -0.09160  2.15231  4.20277
H  5.72176  -3.60247  -0.85899
H  1.82797  -1.43714  3.89405
H  -1.45515  -6.44576  -4.24893
H  0.95811  2.42814  1.35850
H  0.31784  -5.03292  -0.60484
H  0.22929  -0.63815  6.42944
H  0.45821  1.35607  5.59252
H  1.67327  0.65424  -0.17330
H  -0.41562  -2.76020  -1.11818

Atoms 1-3, force components in eV/Å:
Rb -0.4 -0.3 0.2
O 0.2 -0.1 0.0
O -0.5 0.0 -0.1

Properties
**Electronic energy**: -41768.406 eV
**Net charge**: -2
**Relative energy (zero: lowest compared OMol25 entry of this formula, charge and spin)**: 16.10 kcal per mole
**2S+1**: 1

Entry from the Open Molecules 2025 dataset: a structure of composition C27H28N5O3S2Sn at a distorted geometry (ωB97M-V/def2-TZVPD).

Positions of all 66 atoms, in Å:
Sn  0.88371  -0.03828  -1.34721
S  1.09391  4.60457  -0.44590
S  0.14646  2.97849  -2.73189
O  0.16444  3.00579  3.16265
O  -1.29061  -0.71304  -1.04770
O  1.01052  -0.38822  0.83335
N  0.34633  1.91174  -0.41288
N  -3.89313  -3.08317  -0.86085
N  3.74708  0.24887  -0.93072
N  -3.42871  -1.71031  -1.05548
N  0.52846  1.89383  0.98148
C  -5.55327  1.76347  -0.17768
C  1.14696  1.94223  5.05208
C  6.25246  -1.06216  -1.02388
C  7.53837  -1.80154  -1.25065
C  5.17822  -1.62383  -0.33433
C  -2.87636  -5.28828  -0.30174
C  -4.25708  -0.55690  -0.82173
C  1.26941  -0.43659  3.64520
C  -5.12946  -3.59621  -1.44457
C  -1.65187  -3.04588  -0.70501
C  -5.37416  -0.64398  0.01113
C  0.79095  5.49275  -2.03180
C  4.79400  0.75605  -1.62173
C  1.43557  -0.45384  4.98981
C  6.05384  0.16651  -1.69839
C  0.78207  1.94673  3.68774
C  1.36115  0.75565  5.74421
C  -2.79218  -3.80704  -0.55280
C  -4.56369  1.74558  -1.14489
C  -3.85429  0.61367  -1.48011
C  0.46821  3.08264  -1.07063
C  0.80882  4.54365  -3.26227
C  3.98826  -0.91402  -0.27082
C  1.02456  0.73059  2.94670
C  -5.97127  0.54189  0.36856
C  -2.07015  -1.68129  -0.95186
C  0.83558  0.75012  1.49914
H  0.26615  2.81437  2.16997
H  1.82505  4.46960  -3.68031
H  5.27763  -2.51613  0.27507
H  -0.21291  5.91326  -1.91898
H  0.17118  4.90103  -4.05745
H  -3.76633  -5.54406  0.28844
H  -2.87623  -5.88957  -1.20444
H  -5.65710  -1.56946  0.54604
H  4.55570  1.71345  -2.05423
H  -5.65631  -4.26421  -0.77052
H  -6.02458  2.65601  0.20586
H  7.47382  -2.85224  -1.45367
H  -4.20929  2.67388  -1.58147
H  1.34785  -1.29803  3.01706
H  1.43553  6.38037  -2.18584
H  -4.95382  -4.10899  -2.40603
H  -0.66588  -3.42736  -0.51699
H  0.95533  2.83947  5.63482
H  -6.85579  0.48562  1.02962
H  1.47836  0.77245  6.81227
H  3.20088  -1.32245  0.39658
H  -2.93736  0.61383  -2.10237
H  -2.01124  -5.64038  0.30841
H  1.46253  -1.36419  5.56275
H  6.86111  0.67631  -2.17938
H  -5.74961  -2.73496  -1.71059
H  8.15330  -1.32914  -2.00776
H  8.16892  -1.67871  -0.36136

Atoms 1-3, force components in eV/Å:
Sn -0.2 -0.6 1.2
S -0.2 -0.6 -0.7
S -0.7 -0.5 -1.1

Properties
**Electronic energy**: -69542.325 eV
**Net charge**: +1
**2S+1**: 1

Entry from the Open Molecules 2025 dataset: a structure of composition C27H29As2CuN4O8S (ωB97M-V/def2-TZVPD).

Positions of all 72 atoms, in Å:
As  0.46139  3.68643  -2.36949
As  -0.66377  -0.01404  -1.63440
Cu  -0.08363  -2.27578  -1.05368
S  1.93767  -3.25635  -1.51934
O  1.45055  0.41006  1.50263
O  2.40851  3.58785  0.43084
O  -0.72007  0.72662  1.62899
O  2.08209  0.16361  -2.57956
O  -2.76515  3.49642  -3.59182
O  0.40569  4.06651  1.21719
O  1.80608  1.12637  -4.58807
O  -2.63718  1.32546  -3.80223
N  0.48129  -2.60733  0.91138
N  -1.98748  -2.62010  -0.00538
N  1.77211  -2.87268  1.21277
N  3.79441  -3.37997  0.35482
C  -2.87975  -2.30127  2.18859
C  2.33315  3.57389  -2.93334
C  0.25840  -4.36473  5.09717
C  -1.02007  3.98081  1.05338
C  -4.34673  -2.40182  0.30561
C  -0.57242  2.33224  -3.35479
C  -4.16150  -2.25078  1.67185
C  -1.80672  -2.49195  1.32313
C  0.25275  1.31787  -0.43650
C  1.21703  3.43381  0.36418
C  -0.05392  -1.77801  4.13298
C  -3.22735  -2.57746  -0.48871
C  -2.05524  2.35413  -3.56416
C  0.01048  -4.15353  3.74957
C  -2.43707  0.59096  -1.10858
C  0.35067  -3.28478  5.96468
C  0.60603  2.57154  -0.70987
C  -2.19218  4.77979  -3.83674
C  -0.41700  -2.62817  1.82085
C  3.38067  -0.29910  -2.99245
C  1.39442  0.84493  -3.49204
C  -0.14775  -2.86019  3.26392
C  2.60838  0.24874  0.65571
C  -0.02638  1.12165  -3.09553
C  0.29916  0.79792  0.98138
C  2.47600  -3.14574  0.12899
C  0.19561  -1.99367  5.48123
H  -1.85197  5.24790  -2.91556
H  2.82063  2.66943  -2.58396
H  0.38348  -5.37298  5.47064
H  2.98487  1.22106  0.34387
H  -1.42925  4.67428  1.78145
H  -1.36649  4.71749  -4.54607
H  -5.33151  -2.38581  -0.13941
H  4.33903  -3.78585  -0.38283
H  4.03248  0.55214  -3.18452
H  -0.05236  -4.99139  3.06610
H  -1.31367  4.29845  0.05169
H  -3.19200  0.13473  -1.74181
H  0.54665  -3.45012  7.01633
H  -5.00806  -2.10012  2.32903
H  0.27368  -1.14942  6.15433
H  -2.54422  0.26390  -0.07393
H  -2.69552  -2.19498  3.24817
H  -1.37567  2.97263  1.25468
H  -0.16954  -0.77440  3.74267
H  3.74378  -0.90916  -2.17241
H  4.08376  -3.50328  1.31045
H  -2.52447  1.67441  -1.14790
H  -3.32248  -2.69217  -1.56242
H  2.82628  4.43565  -2.48814
H  3.33374  -0.26967  1.27329
H  -2.99220  5.37307  -4.27181
H  3.28828  -0.90068  -3.89363
H  2.35986  -0.36916  -0.20505
H  2.37171  3.63384  -4.01842

Atoms 1-3, force components in eV/Å:
As -0.1 0.0 0.0
As 0.0 0.0 0.0
Cu 0.0 0.1 0.0

Properties
**Electronic energy**: -227959.591 eV
**Net charge**: 0
**2S+1**: 1

Lowest unoccupied orbital energy
In order: 0.1348; -0.1015; -0.0531
Unit: Eh
Frontier orbital gap
In order: 3.319; 7.120; 6.093
Unit: eV